1.
# C39H51O2Zr

C39H51O2Zr as an isolated structure at a distorted geometry (ωB97M-V/def2-TZVPD, the Open Molecules 2025 dataset).

- Orbital gap: 3.820 eV
- HOMO energy: -1.51 eV
- Total charge: -1
- LUMO level: 2.306 eV
- Relative energy (zero: lowest compared OMol25 entry of this formula, charge and spin): 66.8 kcal per mole
- Largest force on an atom: 4.82 eV/A
- Electronic energy: -46642.804 eV

Last column: Mulliken charge in e.
Positions of all 93 atoms, in Å:
C -1.8628 1.8700 3.0579  -1.99
C -1.3547 0.5025 3.3382  0.21
C -0.3657 0.1264 4.3496  0.62
C 0.4187 1.0217 5.2669  -1.89
C -0.2189 -1.2836 4.3051  -0.08
C 0.7348 -2.0378 5.1701  -1.72
C -1.4331 -1.7154 3.6407  1.94
C -1.8939 -3.1057 3.7446  -1.41
C -1.9538 -0.6836 2.7782  1.23
C -3.0628 -0.7451 1.8010  -1.68
Zr 0.4090 -0.2211 1.7894  -0.80
C -0.6217 0.9957 0.1563  0.96
C 2.0745 1.1462 2.4870  -0.99
C 1.9597 -1.3725 0.1860  0.09
C 2.7993 -0.3808 -0.5265  -1.56
C 2.2942 -2.0283 1.4035  0.91
C 3.5469 -1.9294 2.2112  -1.66
C 1.3347 -3.0810 1.5295  1.52
C 1.3883 -3.9136 2.7377  -1.57
C 0.3006 -2.9603 0.5324  -0.28
C -1.0052 -3.6499 0.3550  -1.72
C 0.7493 -1.9813 -0.3672  1.69
C 0.1068 -1.6530 -1.6831  -0.95
H -2.1457 2.3854 3.9923  0.40
H -1.1167 2.4871 2.5285  0.19
H -2.7564 1.8158 2.4160  0.38
H 0.0635 1.0095 6.3332  0.29
H 1.4417 0.7057 5.1357  0.55
H 0.4981 2.0381 4.8408  0.48
H 0.2747 -2.4428 6.0417  0.41
H 1.2443 -2.9366 4.8280  0.44
H 1.5936 -1.4547 5.4447  0.48
H -2.6989 -3.4481 4.4412  0.35
H -2.1560 -3.4354 2.6987  0.24
H 0.4625 -4.5186 2.8589  0.52
H -4.0542 -0.6881 2.2536  0.36
H -3.0304 0.0810 1.0403  0.31
H -3.0898 -1.6845 1.1952  0.29
H -0.3945 0.5747 -0.8264  -0.77
H -1.7447 1.0239 0.2058  -0.01
H -0.2267 2.0289 0.0734  -0.05
H 3.0494 0.5925 2.5370  0.26
H 2.1816 2.0432 1.8385  0.10
H 1.9398 1.6081 3.4818  0.38
H 3.1201 -0.7746 -1.5100  0.35
H 2.2383 0.5537 -0.7189  0.04
H 3.6862 -0.1411 0.0816  0.36
H 4.4009 -2.0596 1.5425  0.42
H 3.6702 -0.9603 2.7418  0.12
H 3.5976 -2.7167 2.9629  0.48
H 2.2027 -4.6794 2.7369  0.34
H 1.4453 -3.2776 3.5094  -0.33
H -1.0301 -3.8250 3.8809  0.23
H -1.0487 -4.2938 -0.5442  0.38
H -1.2126 -4.2671 1.2232  0.51
H -1.8684 -2.9178 0.3451  0.06
H 0.3243 -2.3910 -2.5064  0.38
H -0.9855 -1.4935 -1.5573  0.26
H 0.3724 -0.6387 -1.9248  -0.23
C -5.0611 -0.9622 -6.0527  -0.38
C -4.9970 -0.2700 -4.6922  -0.62
C -3.5683 0.1743 -4.5783  1.49
C -2.8960 -0.3598 -5.7141  0.15
O -3.6735 -1.0391 -6.5869  -0.60
C -1.5451 -0.1298 -5.9085  -1.73
C -0.8734 0.6357 -4.9958  -0.72
C -1.4917 1.2288 -3.8436  1.75
C -0.8437 2.0673 -2.8936  -0.90
C 0.5150 2.4997 -2.8586  1.61
C 0.9205 3.3837 -1.7911  -1.21
C 2.2304 3.8246 -1.7295  1.45
C 3.1776 3.4380 -2.7169  0.18
O 4.3986 4.0040 -2.6021  -0.60
C 4.3163 4.9329 -1.4409  -0.43
C 2.9515 4.7382 -0.7843  -0.53
C 2.8202 2.5840 -3.7472  -1.83
C 1.5303 2.1339 -3.8040  -0.49
C -2.8981 0.9604 -3.6574  -1.38
H -5.4127 -1.9977 -6.0086  0.27
H -5.6315 -0.3801 -6.7868  0.24
H -5.6932 0.5687 -4.6491  0.27
H -5.2580 -0.9820 -3.9039  0.19
H -1.0449 -0.5446 -6.7681  0.36
H 0.1763 0.7514 -5.2181  0.43
H -1.4986 2.4860 -2.1096  0.04
H 0.2172 3.7218 -1.0117  0.37
H 5.1639 4.6683 -0.8016  0.32
H 4.4318 5.9418 -1.8566  0.23
H 2.4360 5.6920 -0.6607  0.33
H 3.0754 4.2791 0.2020  -0.03
H 3.5466 2.3003 -4.4912  0.34
H 1.3405 1.4643 -4.6292  0.34
H -3.4534 1.3635 -2.7940  0.26

2.
# C4H8O2

One molecule with the formula C4H8O2 at a distorted geometry (ωB97M-V/def2-TZVPD, the Open Molecules 2025 dataset).

- Orbital gap: 10.801 eV
- HOMO energy: -9.96 eV
- LUMO level: 0.844 eV
- Relative energy (zero: lowest compared OMol25 entry of this formula, charge and spin): 71.1 kcal per mole
- Largest force on an atom: 4.90 eV/A
- Electronic energy: -8370.198 eV
- Structure (SMILES): CO[C@H](C)C=O

Last column: Mulliken charge in e.
Positions of all 14 atoms, in Å:
C 0.8075 -1.7040 -0.7063  -0.17
C 0.8969 -0.0366 1.0580  -0.99
C -1.2921 1.5072 -0.4643  -0.52
C -0.0172 -0.6646 0.0362  0.25
O 1.0927 -2.8188 -0.3797  -0.44
O -0.5265 0.4727 -1.0358  -0.38
H 1.2688 -1.3472 -1.7518  0.30
H 0.7481 -0.7291 1.8048  0.36
H 0.3951 0.9234 1.4103  0.29
H 1.9592 0.0570 0.7422  0.29
H -1.3650 2.3612 -1.2701  0.21
H -0.7682 1.8825 0.5016  0.23
H -2.3525 1.2260 -0.3635  0.24
H -0.8466 -1.1296 0.4183  0.35

3.
# C31H57BClN5O19V

C31H57BClN5O19V as an isolated structure at a distorted geometry (ωB97M-V/def2-TZVPD, the Open Molecules 2025 dataset).

- Orbital gap: 2.051 eV
- HOMO energy: -0.74 eV
- Total charge: -3
- LUMO level: 1.313 eV
- Relative energy (zero: lowest compared OMol25 entry of this formula, charge and spin): 290.5 kcal per mole
- Largest force on an atom: 5.14 eV/A
- Electronic energy: -118295.637 eV

Last column: Mulliken charge in e.
Positions of all 115 atoms, in Å:
O 0.9924 4.1550 0.0275  -0.67
V 0.2299 3.3637 1.1978  1.71
O 0.1826 1.8391 0.7368  -0.63
N -2.8269 2.4218 6.7337  1.02
O -2.5066 2.6971 7.8882  -0.59
O -1.9380 2.0557 6.0002  -0.61
O -4.0343 2.2819 6.4772  -0.62
N -2.4401 7.6529 6.0626  1.04
O -1.6786 7.3922 5.0970  -0.64
O -3.6387 7.6502 6.0405  -0.61
O -1.9625 7.8180 7.1586  -0.60
Cl -4.8118 3.9761 0.6211  -0.80
O 3.2214 5.5260 12.5499  -0.66
C 3.8344 5.0681 11.5473  0.65
O 3.3553 5.1363 10.3163  -0.39
B 4.4383 4.7332 9.3994  0.97
O 5.4455 4.0535 10.1646  -0.43
C 5.2034 4.3225 11.4582  0.52
O 5.9308 4.0985 12.4274  -0.63
O 3.9420 3.8727 8.3084  -0.48
C 4.1291 4.4070 7.1876  0.58
O 3.8393 3.9763 6.0719  -0.67
C 4.7514 5.7683 7.3727  0.67
O 5.0138 5.9262 8.6768  -0.50
O 5.1200 6.5764 6.5491  -0.63
C 6.3357 -2.7220 -1.8695  -2.03
C 6.1232 -4.1159 -1.4531  1.48
C 4.8169 -4.5609 -2.2122  -1.01
C 4.6572 -5.9583 -2.6704  -0.84
C 5.6876 -6.9144 -2.0797  -1.22
C 7.1666 -6.4738 -1.8562  1.64
N 7.1626 -5.0093 -1.9418  0.38
O 8.4434 -4.4886 -2.0330  -0.49
C 7.5177 -7.0157 -0.4773  -1.82
C 7.9565 -7.0021 -3.1521  -2.00
C 5.9602 -4.0922 0.0664  -1.72
H 7.1647 -2.2670 -1.3274  0.45
H 5.5687 -2.0523 -1.4803  0.43
H 6.6372 -2.5325 -2.8996  0.41
H 3.9964 -4.4942 -1.4977  0.31
H 4.5535 -3.9074 -3.0439  0.38
H 4.7768 -5.8157 -3.7444  0.30
H 3.6331 -6.3258 -2.7356  0.43
H 5.5822 -7.8601 -2.6112  0.52
H 5.2436 -7.2494 -1.1423  0.42
H 8.2086 -6.4526 0.1501  0.34
H 6.6561 -6.9993 0.1902  0.36
H 7.8450 -8.0527 -0.4017  0.37
H 8.9909 -6.6922 -3.0039  0.62
H 8.0108 -8.0843 -3.0345  0.47
H 7.5223 -6.6682 -4.0945  0.31
H 5.0955 -3.4907 0.3469  0.49
H 6.7930 -3.7410 0.6756  0.34
H 5.6299 -5.0931 0.3443  0.35
H 8.7084 -4.6986 -2.9315  0.34
C -2.1411 -5.5933 4.0888  -1.69
C -3.2599 -6.6831 3.9325  1.47
C -2.5146 -8.1104 4.1981  -1.33
C -2.2218 -8.6179 5.6482  -0.55
C -3.6331 -8.4056 6.1851  -1.62
C -4.3314 -6.9800 6.2949  1.75
N -4.3129 -6.4452 4.9583  -0.05
O -4.9306 -5.1290 4.8702  -0.43
C -5.7819 -7.3864 6.7543  -1.78
C -3.6639 -5.9149 7.2945  -1.77
C -3.7396 -6.5570 2.4373  -1.70
H -1.1639 -5.6761 3.6129  0.37
H -2.0130 -5.5380 5.1698  0.38
H -2.3585 -4.5642 3.8025  0.45
H -3.1840 -8.7921 3.6734  0.40
H -1.6539 -8.0665 3.5307  0.48
H -1.4932 -8.0870 6.2611  0.32
H -1.9516 -9.6700 5.5585  0.34
H -3.7304 -8.8019 7.1958  0.56
H -4.2797 -9.1437 5.7105  0.52
H -5.6276 -8.1166 7.5488  0.38
H -6.3217 -6.5667 7.2284  0.40
H -6.5078 -7.8526 6.0880  0.37
H -2.5775 -5.8419 7.2450  0.36
H -4.2127 -4.9806 7.4125  0.44
H -3.8098 -6.3808 8.2690  0.42
H -2.9570 -6.1410 1.8028  0.37
H -4.5145 -5.8016 2.5677  0.40
H -3.9349 -7.4095 1.7868  0.36
H -4.1762 -4.6133 5.1646  0.39
C -2.2989 7.0972 -7.6324  -1.93
C -3.4714 7.9139 -8.2990  1.41
C -3.0679 9.3417 -8.1793  -1.14
C -3.9647 10.3354 -8.8168  -0.66
C -4.0913 10.0099 -10.2732  -1.32
C -4.3326 8.4964 -10.6661  1.59
N -3.6263 7.6307 -9.7749  0.16
O -3.8358 6.3528 -10.0307  -0.47
C -5.9466 8.4196 -10.4400  -1.71
C -3.8877 8.3294 -12.1020  -1.71
C -4.6311 7.4693 -7.4234  -1.69
H -2.4466 6.0194 -7.7004  0.47
H -2.3858 7.1664 -6.5481  0.44
H -1.2554 7.2543 -7.9056  0.38
H -3.0367 9.5865 -7.1175  0.45
H -2.1371 9.6607 -8.6483  0.35
H -3.5793 11.3285 -8.5859  0.39
H -4.9684 10.3343 -8.3919  0.33
H -3.1484 10.4087 -10.6472  0.42
H -4.8337 10.6654 -10.7287  0.40
H -6.4147 9.1028 -9.7314  0.36
H -6.4367 8.6382 -11.3887  0.41
H -6.2203 7.4187 -10.1062  0.38
H -3.7000 7.2713 -12.2842  0.39
H -4.6105 8.8506 -12.7298  0.38
H -2.9269 8.7785 -12.3534  0.37
H -4.6148 7.7542 -6.3714  0.44
H -4.8360 6.4040 -7.5299  0.40
H -5.5790 7.8524 -7.8012  0.33
H -2.9521 6.0372 -10.2336  0.37

4.
# C8H6BrF7N3O3PS

C8H6BrF7N3O3PS as an isolated structure at a distorted geometry (ωB97M-V/def2-TZVPD, the Open Molecules 2025 dataset).

- Orbital gap: 2.610 eV
- HOMO energy: -5.59 eV
- LUMO level: -2.983 eV
- Largest force on an atom: 4.22 eV/A
- Electronic energy: -128188.161 eV

Last column: Mulliken charge in e.
Positions of all 30 atoms, in Å:
O 1.8466 -1.4100 2.1151  -0.28
C 2.7264 -0.9298 1.5093  0.42
F 3.7620 -0.3636 2.1990  -0.23
N 2.8570 -0.8678 0.0546  0.14
C 2.8944 -2.1980 -0.5341  0.45
O 3.5543 -2.4026 -1.4831  -0.38
F 2.1253 -3.2079 -0.0251  -0.17
P 1.6640 0.1651 -0.6953  0.12
C 0.0628 -0.7935 -0.8461  -0.60
C -0.7679 -0.2369 -2.0664  -0.80
S -2.5969 -0.4165 -1.8342  -0.08
C -2.9536 -0.2626 -0.0874  0.32
N -3.1822 -1.4538 0.5329  -0.21
N -3.3793 -1.0767 1.8370  -0.28
C -3.2964 0.2497 1.9716  0.02
O -3.0083 0.8301 0.7365  -0.29
C 1.2756 1.5822 0.5091  0.76
F 2.4479 2.0811 1.0562  -0.28
F 0.4822 1.1813 1.5485  -0.19
C 0.5521 2.8160 -0.1647  0.52
F -0.7003 2.5555 -0.5851  -0.11
F 1.3441 3.3798 -1.1210  -0.23
F 0.4314 3.7634 0.8219  -0.25
H 2.0613 0.6656 -1.9684  0.26
H -0.4386 -0.6887 0.1552  0.44
H 0.2318 -1.8857 -1.0189  0.53
H -0.5105 -0.8836 -2.9549  0.42
H -0.4909 0.8102 -2.3778  0.33
H -3.3800 0.8695 2.8854  0.37
Br -5.6144 -1.8716 -0.1698  -0.73

5.
# C5H14

A 2-piece molecular cluster, C5H14 overall at a distorted geometry (ωB97M-V/def2-TZVPD, the Open Molecules 2025 dataset).

- Orbital gap: 12.392 eV
- HOMO energy: -11.27 eV
- LUMO level: 1.119 eV
- Relative energy (zero: lowest compared OMol25 entry of this formula, charge and spin): 6.8 kcal per mole
- Largest force on an atom: 1.56 eV/A
- Electronic energy: -5411.755 eV
- Structure (SMILES): CCC.CC

Last column: Mulliken charge in e.
Positions of all 19 atoms, in Å:
C -0.8025 2.0227 -0.5982  -0.17
C -1.5946 1.5830 0.6282  -1.11
C -0.8097 1.0076 -1.7511  -1.03
H 0.2331 2.1742 -0.2741  0.24
H -1.1377 2.9921 -0.9661  0.31
H -1.3327 0.5880 0.9640  0.22
H -1.3469 2.2763 1.4094  0.33
H -0.7432 1.5066 -2.7232  0.33
H -1.6913 0.3749 -1.7542  0.28
H -2.6692 1.4974 0.4497  0.36
H 0.0776 0.3705 -1.7224  0.23
C 2.1106 -2.4196 0.5162  -0.93
C 0.8836 -1.7082 1.0796  -0.72
H 2.8061 -1.7562 0.0024  0.29
H 2.6812 -2.8609 1.3381  0.30
H 1.7702 -3.2384 -0.1142  0.27
H 0.2712 -2.2872 1.7711  0.36
H 0.1609 -1.4026 0.3031  0.14
H 1.1333 -0.7204 1.4416  0.29

Question: Which value of orbital gap does entry 5 give?
Answer: 12.392 eV

Question: Among the records above, which one has the highest electronic energy?
Answer: C5H14

Question: What is the formula in the first record?
Answer: C39H51O2Zr